{
  "formula": "C6H17NO",
  "method": "ωB97M-V/def2-TZVPD",
  "symbols": ["C", "C", "C", "N", "C", "C", "C", "H", "H", "H", "H", "H", "H", "H", "H", "H", "H", "H", "H", "H", "H", "H", "O", "H", "H"],
  "positions_angstrom": [[-0.749575, -1.774363, 2.017259], [-1.917635, -1.377239, 1.019174], [-1.545296, -0.221257, 0.188811], [-0.549998, -0.565725, -0.891077], [0.013629, 0.667300, -1.510724], [1.498608, 0.332645, -1.924917], [2.484387, -0.007880, -0.713428], [0.294591, -1.642519, 1.622179], [-0.892643, -1.125698, 2.829154], [-0.726303, -2.715737, 2.451889], [-2.113838, -2.199086, 0.323970], [-2.858294, -1.221724, 1.638076], [-2.393592, 0.097273, -0.549046], [-1.369083, 0.718690, 0.828986], [0.175761, -1.022729, -0.431557], [-0.495743, 0.932580, -2.531552], [0.053851, 1.648602, -0.978779], [1.883370, 1.280143, -2.473498], [1.504684, -0.487029, -2.685080], [3.281341, 0.778963, -0.560910], [3.031784, -0.885265, -0.925575], [1.965239, -0.063090, 0.302917], [0.281559, 2.435035, 1.286506], [0.946856, 3.030752, 1.695850], [0.604820, 1.640428, 0.931425]],
  "forces_ev_per_a": [[0.242, 1.682, -2.071], [0.020, -2.050, 1.309], [-1.660, 2.694, -2.733], [-1.392, 2.655, 0.827], [1.154, -0.421, -2.490], [0.481, 1.430, -0.243], [-0.856, 2.251, 0.430], [-1.004, 0.178, 0.072], [0.309, 1.183, 1.261], [-0.587, -2.143, 0.346], [-0.124, -0.116, 0.181], [1.131, 0.020, -0.863], [0.658, -0.417, 1.902], [0.382, -1.267, -0.935], [1.783, -0.974, 0.691], [0.439, -0.677, 1.898], [-0.482, -1.015, 0.311], [-0.466, -1.594, 0.837], [-0.039, 0.541, 0.739], [-0.972, -0.565, -0.347], [0.356, -1.228, 0.068], [0.522, -0.271, -1.364], [-0.920, 2.655, 1.257], [-0.339, -1.254, -0.675], [1.365, -1.298, -0.408]],
  "lowdin_charge": [-0.08, -0.25, -0.28, -0.05, -0.26, -0.23, -0.11, 0.07, 0.05, 0.03, 0.10, 0.13, 0.14, 0.12, 0.03, 0.13, 0.09, 0.12, 0.10, 0.08, 0.04, 0.07, -0.05, 0.07, -0.04],
  "gap_ev": 9.8,
  "e_lumo_ev": 0.8,
  "spin_multiplicity": 1,
  "max_force_ev_per_a": 4.2,
  "charge": 0,
  "de_lowest_kcal_mol": 44.05,
  "e_homo_ev": -9.059,
  "total_energy_ev": -10033.672,
  "smiles": "CCCNCCC.O"
}

=====

{
  "formula": "C6H17NO",
  "method": "ωB97M-V/def2-TZVPD",
  "symbols": ["C", "C", "C", "N", "C", "C", "C", "H", "H", "H", "H", "H", "H", "H", "H", "H", "H", "H", "H", "H", "H", "H", "O", "H", "H"],
  "positions_angstrom": [[-0.307597, 2.061772, 1.730000], [0.158031, 0.805848, 1.003838], [-0.726705, 0.228637, -0.045291], [-0.246240, -0.920584, -0.897521], [0.673664, -1.804950, -0.171508], [0.416753, -0.394985, -2.103250], [1.452638, 0.730570, -2.100443], [0.411491, 2.532734, 2.492571], [-1.309186, 1.728914, 2.182329], [-0.607611, 2.863920, 1.043342], [0.453518, 0.051791, 1.709825], [1.109480, 1.182209, 0.433747], [-1.257707, 0.889080, -0.730570], [-1.538164, -0.318966, 0.479864], [1.713954, -1.406181, -0.006122], [0.313697, -1.999304, 0.854534], [0.727093, -2.774759, -0.673347], [0.899104, -1.173943, -2.683182], [-0.446320, -0.081863, -2.727799], [2.404448, 0.256094, -1.887421], [1.442605, 1.609067, -1.403743], [1.421213, 1.408636, -2.955268], [-2.358010, -2.052380, 2.433263], [-2.748518, -1.178465, 2.488741], [-2.051634, -2.242894, 1.533410]],
  "forces_ev_per_a": [[-1.945, -0.147, 0.993], [3.638, 2.403, -1.679], [-2.187, -2.622, -0.066], [2.074, 1.144, 0.503], [0.337, 0.051, 0.850], [-1.842, 0.881, -1.152], [0.493, 1.489, 1.417], [-1.109, -1.163, -1.041], [1.329, 0.924, 0.172], [0.300, -0.184, -0.079], [0.172, -0.320, 0.293], [-1.227, -1.128, 1.260], [0.382, 0.497, 0.152], [-0.076, 0.731, 0.117], [-0.747, -0.210, -0.394], [-0.144, 0.020, -0.414], [0.120, 0.179, -0.085], [-0.156, -0.592, 0.193], [0.484, 0.035, 0.074], [0.548, 0.388, -0.543], [-0.753, -1.226, 0.393], [0.307, -1.121, -0.954], [0.272, -0.606, 0.144], [0.072, 0.066, -0.465], [-0.342, 0.508, 0.313]],
  "lowdin_charge": [-0.12, -0.29, -0.22, -0.21, -0.12, -0.27, -0.11, 0.10, 0.09, 0.06, 0.09, 0.11, 0.13, 0.10, 0.10, 0.07, 0.08, 0.10, 0.11, 0.07, 0.07, 0.07, -0.06, 0.03, 0.03],
  "gap_ev": 9.6,
  "e_lumo_ev": 0.9,
  "spin_multiplicity": 1,
  "max_force_ev_per_a": 4.7,
  "charge": 0,
  "de_lowest_kcal_mol": 45.63,
  "e_homo_ev": -8.704,
  "total_energy_ev": -10033.603,
  "smiles": "CCCN(C)CC.O"
}

=====

{
  "formula": "C6H17NO",
  "method": "ωB97M-V/def2-TZVPD",
  "symbols": ["C", "C", "C", "C", "C", "C", "N", "H", "H", "H", "H", "H", "H", "H", "H", "H", "H", "H", "H", "H", "H", "H", "O", "H", "H"],
  "positions_angstrom": [[-0.156484, 2.577807, -3.113535], [-0.029451, 1.686843, -1.883548], [0.162364, 0.186838, -2.095123], [0.630601, -0.494464, -0.799263], [-0.590489, -0.932808, 0.053466], [-0.166654, -1.644473, 1.330564], [0.366495, -0.690909, 2.315094], [0.493695, 2.196786, -3.898363], [0.086435, 3.626396, -2.923939], [-1.189130, 2.705151, -3.447242], [-0.902089, 1.849538, -1.238190], [0.764063, 2.093611, -1.242024], [0.787816, -0.091032, -2.941002], [-0.843036, -0.152499, -2.379355], [1.147474, -1.433268, -1.026956], [1.368900, 0.108579, -0.279749], [-1.068425, -1.647924, -0.626993], [-1.366192, -0.189565, 0.231208], [-1.069778, -2.066383, 1.793536], [0.539669, -2.461402, 1.219742], [1.339319, -0.631427, 2.555310], [-0.060113, 0.206026, 2.169523], [0.080646, -1.357230, 5.654036], [-0.653647, -1.184410, 5.066445], [0.328012, -2.259780, 5.506357]],
  "forces_ev_per_a": [[-0.363, 0.284, -0.008], [0.285, 0.925, 0.823], [-0.618, 0.298, 0.184], [-0.880, -0.436, -0.282], [1.132, -1.079, -0.980], [-0.504, 0.817, 1.094], [-0.752, -0.172, 0.202], [-0.157, 0.176, -0.287], [0.526, -0.168, 0.268], [0.005, -0.707, -0.349], [-0.103, -0.215, -0.151], [0.293, -0.236, -0.297], [0.356, 0.414, -0.045], [0.192, -0.488, 0.075], [0.003, 0.070, -0.116], [-0.115, 0.311, 0.221], [-0.254, -0.156, 0.310], [0.289, 0.422, 0.241], [0.106, -0.237, -0.190], [0.098, -0.035, -0.464], [0.096, -0.163, -0.433], [0.274, 0.355, 0.177], [0.020, 0.677, 0.578], [-0.067, 0.020, -0.363], [0.137, -0.676, -0.209]],
  "lowdin_charge": [-0.11, -0.28, -0.22, -0.21, -0.22, -0.29, -0.01, 0.07, 0.07, 0.07, 0.10, 0.10, 0.11, 0.11, 0.11, 0.10, 0.11, 0.11, 0.10, 0.11, 0.06, 0.06, -0.06, 0.01, 0.02],
  "gap_ev": 9.8,
  "e_lumo_ev": 1.0,
  "spin_multiplicity": 1,
  "max_force_ev_per_a": 1.8,
  "charge": 0,
  "de_lowest_kcal_mol": 17.15,
  "e_homo_ev": -8.828,
  "total_energy_ev": -10034.839,
  "smiles": "CCCCCCN.O"
}

=====

{
  "formula": "C6H17NO",
  "method": "ωB97M-V/def2-TZVPD",
  "symbols": ["C", "C", "C", "C", "C", "C", "N", "H", "H", "H", "H", "H", "H", "H", "H", "H", "H", "H", "H", "H", "H", "H", "O", "H", "H"],
  "positions_angstrom": [[-0.512930, 1.304491, -2.172887], [-0.506841, 0.505556, -0.847701], [-1.456403, 1.355380, 0.128728], [0.890375, 0.470009, -0.187597], [1.171586, -0.668080, 0.771093], [1.096247, -0.294543, 2.233333], [2.539432, -1.212400, 0.452447], [-1.411352, 1.807704, -2.476630], [0.071276, 0.676217, -2.846830], [0.212839, 2.162960, -2.069386], [-0.983700, -0.467655, -0.944265], [-2.349848, 0.844456, 0.463865], [-1.628143, 2.387409, -0.134502], [-0.886770, 1.470818, 1.063828], [1.092586, 1.465857, 0.212483], [1.494201, 0.121847, -1.062709], [0.352691, -1.405557, 0.634498], [1.296411, -1.046485, 2.962504], [0.182623, 0.245047, 2.512389], [1.939761, 0.409721, 2.286311], [2.490031, -2.030398, -0.151394], [2.819975, -1.672049, 1.335269], [-2.999556, -2.278899, -0.674247], [-2.220971, -2.788367, -0.929798], [-2.693520, -1.363040, -0.558813]],
  "forces_ev_per_a": [[3.143, 0.014, 0.912], [-2.152, 3.047, 1.670], [1.533, -1.054, 1.204], [-0.443, -1.392, -2.434], [-0.927, -1.330, 0.041], [0.943, 1.979, -0.444], [-0.594, -0.714, 1.762], [-0.674, -0.691, -0.417], [-0.834, 0.094, -1.002], [-0.620, -0.577, 0.338], [0.464, -0.217, -0.277], [-0.522, 0.052, -0.369], [-0.364, 0.121, -0.712], [-0.238, -0.071, -0.021], [0.545, -0.147, -0.314], [0.366, 1.225, 0.609], [0.532, -0.137, -0.368], [-0.021, -0.957, 0.227], [0.184, -0.229, -0.211], [-0.207, 0.221, 0.677], [-0.304, 0.347, -0.407], [0.259, 0.445, -0.485], [0.151, 0.339, 0.060], [-0.095, 0.182, 0.047], [-0.125, -0.547, -0.086]],
  "lowdin_charge": [-0.09, -0.38, -0.06, -0.17, -0.46, -0.07, 0.03, 0.07, 0.07, 0.09, 0.09, 0.06, 0.07, 0.05, 0.13, 0.12, 0.13, 0.06, 0.08, 0.09, 0.07, 0.07, -0.06, 0.03, 0.01],
  "gap_ev": 10.6,
  "e_lumo_ev": 0.7,
  "spin_multiplicity": 1,
  "max_force_ev_per_a": 4.1,
  "charge": 0,
  "de_lowest_kcal_mol": 31.54,
  "e_homo_ev": -9.863,
  "total_energy_ev": -10034.215,
  "smiles": "CC(C)C[C@H](C)N.O"
}